#one
Below is a 2-piece molecular cluster, C10H13O2 overall, with properties calculated with ωB97M-V with the def2-TZVPD basis set.

The value obtained for the molar mass is 165.21 g mol⁻¹. The calculation puts the HOMO-LUMO gap at 7.2 eV. Its LUMO energy is 0.1204 Eh.

Geometry as ORCA input:
```
! wB97M-V def2-TZVPD RIJCOSX def2/J DEFGRID3
* xyz -1 1
C -0.12225 1.99102 -2.02462
C 0.98679 1.26265 -2.79726
C -1.40839 1.15662 -2.09646
O -1.36976 0.08120 -1.46476
O -2.34381 1.66072 -2.76507
H 0.19475 2.07221 -0.97627
H -0.32499 2.97069 -2.45346
H 0.83996 0.19188 -2.63797
H 1.98645 1.48218 -2.43806
H 0.91191 1.50798 -3.85549
C 2.45904 -2.25463 1.02860
C 0.41064 0.48726 2.61473
C 1.48234 -0.30615 2.25384
C -0.87753 0.15793 2.20714
C 1.27324 -1.45721 1.49650
C -1.08578 -0.99544 1.48358
C -0.01154 -1.82950 1.15316
H 0.50951 1.42910 3.14832
H 2.46564 -0.05601 2.62195
H -1.68272 0.87886 2.25602
H -2.02102 -1.21376 0.97560
H 2.18657 -3.02412 0.31366
H 3.07362 -2.63542 1.85864
H -0.17536 -2.68398 0.50971
H 3.16277 -1.60271 0.49808
*
```

#two
Below is a 2-piece molecular cluster, C10H13O2 overall, with properties calculated with ωB97M-V with the def2-TZVPD basis set.

The value obtained for the molar mass is 165.21 g mol⁻¹. The calculation puts the HOMO-LUMO gap at 6.8 eV. Its LUMO energy is 0.1225 Eh.

Geometry as ORCA input:
```
! wB97M-V def2-TZVPD RIJCOSX def2/J DEFGRID3
* xyz -1 1
C 2.09408 -0.33482 0.42047
C 3.54741 -0.11793 -0.07135
C 2.06123 0.10901 2.01663
O 3.13621 0.48238 2.57453
O 0.90405 0.10475 2.41714
H 1.24845 0.15413 0.02327
H 1.89325 -1.38529 0.42795
H 3.78250 0.99134 0.04243
H 3.50903 -0.44751 -1.13894
H 4.31835 -0.61564 0.43005
C -3.07836 0.71729 1.26173
C -1.06401 -1.41314 -1.22817
C -0.53072 -0.50370 -1.97409
C -1.89515 -1.07406 -0.16694
C -2.18848 0.27114 0.16236
C -0.89661 0.82643 -1.81871
C -1.66763 1.25237 -0.73012
H -0.94163 -2.48245 -1.27184
H 0.06852 -0.78850 -2.82668
H -2.07609 -2.09054 0.36917
H -0.28681 1.46091 -2.47108
H -2.82875 1.64381 1.74663
H -3.09943 -0.11268 1.99930
H -1.96993 2.35626 -0.93810
H -4.03948 0.99642 0.74434
*
```

Which of them is most stable, and which least? Most stable: #one; least stable: #two.

#one
Below is a 2-piece molecular cluster, C2H6NO3S overall, with properties calculated with ωB97M-V with the def2-TZVPD basis set.

The value obtained for the molar mass is 124.14 g mol⁻¹. The calculation puts the HOMO-LUMO gap (alpha / beta) at 6.6 / 6.6 eV. Its LUMO energy (alpha / beta) is 0.1474 / 0.1474 Eh.

Geometry as ORCA input:
```
! wB97M-V def2-TZVPD RIJCOSX def2/J DEFGRID3
* xyz -1 1
C -0.50123 -0.79062 -1.54552
C -0.77349 -0.89565 0.98521
N -0.26952 -0.12361 -0.20271
O 0.81547 3.21949 0.28701
O 2.22087 2.20465 2.01724
O 1.06839 0.11710 -0.07758
S 1.83619 2.22504 0.63107
H -1.52059 -0.61681 -1.82348
H 0.31011 -0.48737 -2.30909
H -0.52848 -1.86395 -1.54984
H -1.88005 -1.01543 0.78833
H -0.31595 -1.87490 1.02074
H -0.46173 -0.09795 1.77861
*
```

#two
Below is a 2-piece molecular cluster, C2H6NO3S overall, with properties calculated with ωB97M-V with the def2-TZVPD basis set.

The value obtained for the molar mass is 124.14 g mol⁻¹. The calculation puts the HOMO-LUMO gap (alpha / beta) at 9.6 / 4.2 eV. Its LUMO energy (alpha / beta) is 0.1477 / 0.0908 Eh.

Geometry as ORCA input:
```
! wB97M-V def2-TZVPD RIJCOSX def2/J DEFGRID3
* xyz -1 1
C 1.24918 -0.85448 0.17686
C 1.06948 0.54289 -0.33673
N 0.21371 0.60681 -1.47170
O -3.36548 -1.67960 0.75656
O -2.83184 0.72676 0.75044
O 0.63392 1.39926 0.75743
S -2.77714 -0.57082 -0.04141
H 2.13034 -0.94259 0.79807
H 1.22087 -1.69349 -0.52375
H 0.49127 -1.25976 0.93898
H 2.06331 0.89930 -0.74047
H 0.22673 1.43233 -2.01613
H -0.32434 1.39339 0.95187
*
```

Which of them is most stable, and which least? Most stable: #two; least stable: #one.

#one
Below is a 2-piece molecular cluster, C2H6NO3S overall, with properties calculated with ωB97M-V with the def2-TZVPD basis set.

The value obtained for the molar mass is 124.14 g mol⁻¹. The calculation puts the HOMO-LUMO gap (alpha / beta) at 5.4 / 8.4 eV. Its LUMO energy (alpha / beta) is 0.1317 / 0.1408 Eh.

Geometry as ORCA input:
```
! wB97M-V def2-TZVPD RIJCOSX def2/J DEFGRID3
* xyz -1 1
C -0.15200 0.26574 -0.91092
C -1.57679 -0.21465 0.97611
N -1.28131 -0.40518 -0.42706
O 3.13973 1.41311 -0.53439
O 3.01379 -0.33756 1.19742
O -1.61639 -1.58445 -0.91677
S 2.87396 -0.01505 -0.23940
H 0.87291 -0.07966 -0.47986
H -0.06566 0.13755 -1.98778
H -0.21440 1.32796 -0.66226
H -2.47262 -0.79226 1.20011
H -0.75911 -0.56204 1.61991
H -1.76212 0.84650 1.16490
*
```

#two
Below is a 2-piece molecular cluster, C2H6NO3S overall, with properties calculated with ωB97M-V with the def2-TZVPD basis set.

The value obtained for the molar mass is 124.14 g mol⁻¹. The calculation puts the HOMO-LUMO gap (alpha / beta) at 7.9 / 5.2 eV. Its LUMO energy (alpha / beta) is 0.1326 / 0.1324 Eh.

Geometry as ORCA input:
```
! wB97M-V def2-TZVPD RIJCOSX def2/J DEFGRID3
* xyz -1 1
C 0.30121 0.03225 -1.36584
C -1.20519 1.92920 1.15842
N 0.10833 0.99410 -0.41084
O 1.60746 -3.52068 -0.52605
O 3.41505 -1.93096 0.16731
O -0.99767 0.70223 0.41319
S 1.96755 -2.20297 0.08374
H -0.68832 -0.57487 -1.52636
H 0.61415 0.44237 -2.33428
H 1.13953 -0.69656 -1.06840
H -1.74512 2.55353 0.38107
H -0.26289 2.45878 1.42277
H -1.80185 1.60289 2.00353
*
```

Which of them is most stable, and which least? Most stable: #one; least stable: #two.

#one
Below is an isolated molecule of C3H3N3, with properties calculated with ωB97M-V with the def2-TZVPD basis set.

The value obtained for the molar mass is 81.08 g mol⁻¹. The calculation puts the HOMO-LUMO gap at 9.4 eV. Its SMILES is N=C1N=CC=N1. Its LUMO energy is -0.0489 Eh.

Geometry as ORCA input:
```
! wB97M-V def2-TZVPD RIJCOSX def2/J DEFGRID3
* xyz 0 1
N -1.13721 0.76638 1.39096
C -0.54427 0.38385 0.34090
N 0.85936 0.59330 0.46129
C 1.45119 -0.08726 -0.47440
C 0.31783 -1.00733 -1.07781
N -0.88723 -0.56426 -0.60694
H -2.07065 0.60117 1.13048
H 2.54984 -0.07421 -0.77986
H 0.32790 -1.83048 -1.79994
*
```

#two
Below is an isolated molecule of C3H3N3, with properties calculated with ωB97M-V with the def2-TZVPD basis set.

The value obtained for the molar mass is 81.08 g mol⁻¹. The calculation puts the HOMO-LUMO gap at 11.0 eV. Its SMILES is CN(C#N)C#N. Its LUMO energy is 0.0156 Eh.

Geometry as ORCA input:
```
! wB97M-V def2-TZVPD RIJCOSX def2/J DEFGRID3
* xyz 0 1
C 0.10724 0.03864 -0.02075
N 1.54438 0.00800 -0.06644
C 2.23164 -1.15385 -0.04041
N 2.75219 -2.16224 -0.16369
C 2.15174 1.14948 0.05865
N 2.72071 2.11877 0.21149
H -0.31200 -0.81575 -0.60246
H -0.38509 0.01621 1.03494
H -0.47625 0.92833 -0.46678
*
```

Which of them is most stable, and which least? Most stable: #two; least stable: #one.